(1)
# CH4Cl2Si

2 unconnected molecules or ions with the total composition CH4Cl2Si (ωB97M-V/def2-TZVPD, the Open Molecules 2025 dataset).

XYZ file:
```
8
Properties=species:S:1:pos:R:3:forces:R:3
C -1.514 -0.459 1.229 0.527 -2.367 2.025
Si 1.537 0.080 -1.529 1.868 0.645 -2.399
Cl 2.651 1.812 -1.756 0.092 -0.140 0.155
Cl 1.639 -0.585 0.286 0.398 -0.784 2.228
H -0.485 -0.301 1.048 0.285 0.014 0.099
H -2.235 0.125 0.843 -2.120 2.144 -1.543
H -1.914 -1.190 1.949 0.742 0.267 -0.394
H 0.321 0.518 -2.071 -1.790 0.221 -0.172
```
Forces are in eV/Å.

Calculated values
* LUMO (alpha / beta): 0.0 / -1.2 eV
* energy relative to the best compared isomer or geometry (same formula, charge and spin): 110.6 kcal/mol
* frontier orbital gap (alpha / beta): 8.227 / 7.795 eV

Atom charges from the Löwdin analysis, given in e for atoms 1 to 5: 0.093, -0.224, 0.139, 0.329, -0.140

***

(2)
# CH4ClN2O

A gas-phase ion, CH4ClN2O (charge +1) (ωB97M-V/def2-TZVPD, the Open Molecules 2025 dataset).

XYZ file:
```
9
Properties=species:S:1:pos:R:3:forces:R:3
C 0.825 -0.118 -0.692 0.952 -0.212 -3.075
N -1.098 0.242 0.684 -6.668 3.262 2.900
N 0.001 -0.402 0.475 3.844 1.414 -7.243
O 0.365 -1.177 1.312 1.100 -3.987 5.529
Cl -1.726 1.485 -0.295 0.791 -1.463 1.354
H 1.807 0.343 -0.436 -0.944 -0.036 0.288
H 0.218 0.564 -1.358 1.162 -0.826 0.617
H 1.172 -1.047 -1.374 -1.438 1.609 1.995
H -1.565 0.110 1.683 1.201 0.239 -2.365
```
Forces are in eV/Å.

Calculated values
* LUMO (alpha / beta): -6.0 / -9.5 eV
* total charge: +1
* multiplicity: 3
* energy relative to the best compared isomer or geometry (same formula, charge and spin): 77.0 kcal/mol
* frontier orbital gap (alpha / beta): 7.765 / 7.528 eV

Atom charges from the Löwdin analysis, given in e for atoms 1 to 5: -0.011, -0.253, -0.421, 0.189, 0.931

***

(3)
# CH4ClNO

A molecular structure, CH4ClNO (ωB97M-V/def2-TZVPD, the Open Molecules 2025 dataset).

XYZ file:
```
8
Properties=species:S:1:pos:R:3:forces:R:3
C -0.438 0.466 -0.168 4.864 1.372 -2.938
N 1.096 -0.627 -0.089 -4.582 0.636 -1.527
O -1.421 -0.212 0.341 -0.398 1.128 3.961
Cl 2.411 0.226 0.407 1.458 1.136 0.701
H -0.656 0.735 -1.300 1.087 -0.555 2.150
H 0.008 1.344 0.397 -1.191 -1.122 -0.365
H 0.725 -1.144 0.697 0.296 -0.182 0.458
H -1.727 -0.789 -0.284 -1.535 -2.414 -2.439
```
Forces are in eV/Å.

Calculated values
* LUMO: 0.7 eV
* energy relative to the best compared isomer or geometry (same formula, charge and spin): 83.1 kcal/mol
* frontier orbital gap: 9.499 eV

Atom charges from the Löwdin analysis, given in e for atoms 1 to 5: -0.238, -0.568, 0.016, 0.499, 0.140

***

(4)
# CH4ClNO2S

A molecular structure, CH4ClNO2S (ωB97M-V/def2-TZVPD, the Open Molecules 2025 dataset).

XYZ file:
```
10
Properties=species:S:1:pos:R:3:forces:R:3
C 0.973 -0.033 -1.212 1.094 -1.461 2.891
N -2.117 0.047 1.120 -0.118 -0.947 0.803
O -0.388 1.753 0.814 0.780 0.588 -0.098
O -0.326 -0.284 -0.664 -2.283 0.777 0.985
S -0.741 0.392 0.720 1.307 -1.982 -0.886
Cl 1.425 -0.920 1.691 -1.974 1.035 -0.178
H 0.882 -0.040 -2.252 -0.264 0.043 -1.545
H 1.487 -0.982 -0.796 0.256 2.128 -1.056
H 1.284 0.946 -0.807 0.570 -0.706 -0.389
H -2.478 -0.879 1.387 0.634 0.524 -0.527
```
Forces are in eV/Å.

Calculated values
* LUMO: -2.3 eV
* energy relative to the best compared isomer or geometry (same formula, charge and spin): 47.3 kcal/mol
* frontier orbital gap: 8.147 eV

Atom charges from the Löwdin analysis, given in e for atoms 1 to 5: -0.127, -0.131, -0.275, -0.373, 0.632

***

(5)
# CH4ClNO9PS

2 unconnected molecules or ions with the total composition CH4ClNO9PS (ωB97M-V/def2-TZVPD, the Open Molecules 2025 dataset).

XYZ file:
```
18
Properties=species:S:1:pos:R:3:forces:R:3
O 3.349 -0.837 0.609 0.063 0.045 0.000
C 2.639 -0.670 -0.336 -0.110 -0.099 -0.170
N 1.258 -0.850 -0.372 0.446 -0.186 0.490
P 0.296 0.515 -0.709 -0.144 -0.223 -0.311
O 0.852 1.769 -0.217 -0.052 -0.015 -0.051
O -1.056 -0.034 -0.129 0.408 0.202 -0.227
O 0.135 0.492 -2.304 0.096 0.143 0.091
O 3.113 -0.370 -1.590 -0.344 0.383 -0.135
S 3.967 1.076 -1.800 0.080 -0.217 0.146
H 0.965 -1.310 0.487 -0.175 0.071 -0.082
H -1.836 0.187 -0.654 -0.382 0.010 0.412
H 0.440 -0.338 -2.682 -0.055 -0.103 -0.029
H 4.258 1.255 -0.503 0.132 0.050 0.041
O -2.643 0.193 2.984 -0.018 0.006 -0.006
Cl -3.676 -0.176 2.047 0.021 -0.118 -0.079
O -3.830 0.871 1.053 0.041 0.022 -0.083
O -4.926 -0.367 2.744 0.018 0.036 -0.022
O -3.304 -1.404 1.372 -0.024 -0.009 0.016
```
Forces are in eV/Å.

Calculated values
* LUMO: 2.1 eV
* total charge: -1
* energy relative to the best compared isomer or geometry (same formula, charge and spin): 0.0 kcal/mol
* frontier orbital gap: 8.020 eV

Atom charges from the Löwdin analysis, given in e for atoms 1 to 5: 0.121, -0.689, 0.035, 0.375, -0.240

***

(6)
# CH4ClNP2

2 unconnected molecules or ions with the total composition CH4ClNP2 (ωB97M-V/def2-TZVPD, the Open Molecules 2025 dataset).

XYZ file:
```
9
Properties=species:S:1:pos:R:3:forces:R:3
C -1.099 -0.647 -0.324 0.344 0.321 0.088
N 0.966 1.003 0.235 0.389 1.616 0.698
P 0.776 -0.351 -0.403 -0.934 -1.696 -0.836
P 4.262 0.974 -0.223 0.070 1.075 -0.311
Cl 3.865 -0.968 -0.063 0.175 -1.177 0.150
H -1.302 -1.658 0.024 0.072 -0.014 -0.007
H -1.532 0.098 0.341 -0.076 -0.095 -0.034
H -1.486 -0.520 -1.335 0.015 -0.040 0.002
H 3.933 1.315 1.099 -0.055 0.009 0.250
```
Forces are in eV/Å.

Calculated values
* LUMO (alpha / beta): -1.0 / -1.2 eV
* energy relative to the best compared isomer or geometry (same formula, charge and spin): 70.7 kcal/mol
* frontier orbital gap (alpha / beta): 8.137 / 7.107 eV

Atom charges from the Löwdin analysis, given in e for atoms 1 to 5: -0.331, -0.351, 0.653, 0.260, -0.056

***

(7)
# CH4ClO2P

2 unconnected molecules or ions with the total composition CH4ClO2P (ωB97M-V/def2-TZVPD, the Open Molecules 2025 dataset).

XYZ file:
```
9
Properties=species:S:1:pos:R:3:forces:R:3
O -2.210 -0.536 0.490 -0.078 -0.108 0.351
P -2.218 0.262 -0.925 -0.156 0.640 0.457
Cl -1.557 -1.182 -2.192 0.278 -0.594 -0.698
H -1.386 -0.415 0.974 0.204 0.153 -0.004
H -3.587 0.005 -1.134 -0.126 -0.015 -0.131
C 2.004 0.206 0.228 0.598 -0.237 -0.098
O 0.862 0.448 0.479 -0.545 0.052 0.105
H 2.629 -0.432 0.876 -0.066 -0.016 0.098
H 2.512 0.591 -0.672 -0.109 0.125 -0.079
```
Forces are in eV/Å.

Calculated values
* LUMO: 0.5 eV
* SMILES: OPCl.C=O
* energy relative to the best compared isomer or geometry (same formula, charge and spin): 7.3 kcal/mol
* frontier orbital gap: 9.656 eV

Atom charges from the Löwdin analysis, given in e for atoms 1 to 5: -0.439, 0.392, 0.117, 0.014, -0.095

***

(8)
# CH4CrF

A molecular structure, CH4CrF (ωB97M-V/def2-TZVPD, the Open Molecules 2025 dataset).

XYZ file:
```
7
Properties=species:S:1:pos:R:3:forces:R:3
F 1.243 0.479 -0.316 6.530 -0.026 0.339
Cr 1.023 -0.851 1.044 -1.975 -0.035 -0.088
H 2.394 0.337 -0.134 -4.042 1.169 -1.295
C -0.879 -0.056 -0.020 -2.251 -0.415 0.006
H -1.317 -0.960 -0.468 0.341 -0.143 0.422
H -0.898 0.682 -0.830 0.925 -0.136 0.256
H -1.567 0.370 0.724 0.472 -0.415 0.359
```
Forces are in eV/Å.

Calculated values
* LUMO (alpha / beta): -6.1 / -6.4 eV
* total charge: +1
* multiplicity: 5
* frontier orbital gap (alpha / beta): 8.353 / 8.213 eV

Atom charges from the Löwdin analysis, given in e for atoms 1 to 5: -0.280, 0.995, 0.288, -0.069, 0.018